Entry 1:
C35H33N6O5PSSc | ωB97M-V/def2-TZVPD

Computed properties:
Molar mass, g mol⁻¹: 725.68
HOMO-LUMO gap, eV: 8.17
E_HOMO, Ha: -0.37799
E, eV: -96833.2680

Structure (ORCA input):
```
! wB97M-V def2-TZVPD RIJCOSX def2/J DEFGRID3
* xyz 1 1
Sc 12.859 -13.559 4.388
O 11.175 -10.521 2.291
C 10.912 -11.231 3.248
O 11.780 -11.877 3.895
C 9.492 -11.437 3.591
C 8.538 -10.731 2.973
C 7.183 -10.995 3.214
C 6.804 -12.081 3.989
C 7.758 -12.805 4.604
C 9.085 -12.446 4.509
P 10.219 -13.452 5.547
C 10.002 -12.768 7.164
C 9.398 -11.509 7.360
C 9.323 -10.959 8.608
C 9.887 -11.591 9.678
C 10.555 -12.771 9.498
C 10.568 -13.435 8.254
C 9.386 -15.060 5.604
C 9.779 -15.905 4.551
C 9.241 -17.230 4.452
C 8.296 -17.638 5.363
C 7.844 -16.725 6.365
C 8.463 -15.498 6.521
H 8.919 -9.928 2.305
H 6.374 -10.505 2.683
H 5.817 -12.378 4.128
H 7.465 -13.660 5.189
H 8.993 -10.965 6.484
H 8.705 -10.124 8.815
H 9.824 -11.128 10.666
H 10.972 -13.265 10.377
H 11.084 -14.318 8.055
H 10.533 -15.580 3.935
H 9.663 -17.834 3.670
H 7.920 -18.668 5.297
H 7.146 -17.097 7.067
H 8.237 -14.861 7.368
N 14.175 -16.463 7.503
C 14.178 -15.350 8.336
C 13.717 -14.296 7.626
N 13.329 -14.748 6.373
C 13.649 -16.020 6.338
C 13.435 -16.705 5.129
N 12.829 -16.010 4.175
C 12.766 -16.861 3.094
C 13.352 -18.071 3.366
N 13.709 -17.963 4.714
H 14.607 -17.358 7.708
H 14.624 -15.378 9.304
H 13.550 -13.272 7.962
H 12.242 -16.440 2.254
H 13.598 -18.932 2.793
H 14.238 -18.725 5.151
O 13.873 -12.141 5.567
N 15.191 -12.064 5.715
C 15.647 -11.095 6.529
C 16.982 -10.920 6.713
C 17.883 -11.656 5.939
C 17.362 -12.581 5.114
C 16.007 -12.859 4.988
S 15.288 -13.911 3.837
H 14.901 -10.578 7.110
H 17.299 -10.174 7.444
H 18.955 -11.485 5.785
H 17.946 -13.105 4.400
O 11.017 -13.916 0.632
C 11.979 -13.600 1.282
O 12.340 -14.134 2.380
C 12.763 -12.380 0.818
N 11.811 -11.549 0.052
C 12.573 -10.652 -0.845
C 14.004 -11.321 -0.979
C 13.833 -12.671 -0.222
H 13.154 -11.739 1.582
H 11.245 -11.058 0.745
H 11.211 -12.274 -0.410
H 12.561 -9.731 -0.322
H 12.182 -10.602 -1.817
H 14.827 -10.704 -0.564
H 14.286 -11.394 -2.034
H 14.752 -13.063 0.228
H 13.420 -13.498 -0.764
*
```

***

Entry 2:
C30H29IN2PtSi | ωB97M-V/def2-TZVPD

Computed properties:
Molar mass, g mol⁻¹: 767.64
⟨S²⟩: 2.01
HOMO-LUMO gap (alpha / beta), eV: 4.93 / 4.61
E_HOMO (alpha / beta), Ha: -0.20171 / -0.27344
E, eV: -53782.0561

Structure (ORCA input):
```
! wB97M-V def2-TZVPD RIJCOSX def2/J DEFGRID3
* xyz 0 3
C 0.760 2.218 1.078
C 2.936 -0.264 -0.044
H 0.223 3.083 0.650
H 1.814 2.397 0.691
H 0.640 2.402 2.174
H 3.103 -0.755 -1.012
H 3.765 0.478 -0.059
H 3.248 -1.064 0.681
C -2.366 1.131 -0.375
C -3.674 0.779 -0.728
C -3.880 -0.374 -1.480
C -2.776 -1.139 -1.781
H -2.136 2.063 0.171
H -4.516 1.381 -0.397
H -4.856 -0.682 -1.836
H -2.853 -2.028 -2.386
N -1.305 0.337 -0.583
C -1.498 -0.782 -1.318
C -0.346 -1.677 -1.512
N 0.838 -1.454 -0.844
C 1.709 -2.494 -0.667
C 0.453 -3.848 -2.201
C 1.586 -3.641 -1.438
H 2.492 -2.571 0.117
H 2.371 -4.374 -1.381
C -0.506 -2.861 -2.230
H -1.386 -2.969 -2.830
H 0.329 -4.732 -2.808
Pt 1.042 0.427 0.243
I -1.790 4.255 1.600
C 2.441 1.885 5.618
C 3.061 1.070 4.658
C 2.276 0.396 3.711
C 0.879 0.552 3.684
C 0.268 1.314 4.692
C 1.043 1.991 5.646
Si -0.115 -0.234 2.310
C 0.325 -2.053 2.400
C -0.197 -2.928 1.435
C 0.124 -4.293 1.449
C 0.938 -4.787 2.473
C 1.395 -3.940 3.491
C 1.076 -2.579 3.453
C -1.993 -0.250 2.608
C -2.737 -1.437 2.486
C -4.108 -1.466 2.734
C -4.775 -0.308 3.130
C -4.051 0.873 3.298
C -2.671 0.886 3.078
H 3.048 2.460 6.323
H 4.153 0.978 4.634
H 2.768 -0.259 2.983
H -0.815 1.377 4.734
H 0.550 2.621 6.391
H -0.896 -2.550 0.686
H -0.236 -4.941 0.646
H 1.224 -5.841 2.468
H 2.017 -4.329 4.307
H 1.419 -1.924 4.260
H -2.247 -2.380 2.244
H -4.644 -2.411 2.610
H -5.858 -0.326 3.282
H -4.551 1.797 3.592
H -2.125 1.820 3.238
*
```

***

Entry 3:
CH5Cl2PSi | ωB97M-V/def2-TZVPD

Computed properties:
Molar mass, g mol⁻¹: 147.02
SMILES string: P=[Si](Cl)Cl.C
HOMO-LUMO gap, eV: 7.99
E_HOMO, Ha: -0.31719
E, eV: -43329.9833

Structure (ORCA input):
```
! wB97M-V def2-TZVPD RIJCOSX def2/J DEFGRID3
* xyz 0 1
C -2.327 0.009 0.994
Si 2.729 0.112 -0.652
P 1.742 0.695 -2.399
Cl 3.161 1.614 0.671
Cl 2.995 -1.838 -0.078
H -2.465 -0.352 2.151
H -2.673 -0.852 0.504
H -2.910 0.875 0.714
H 1.065 -0.665 -2.525
H -1.318 0.402 0.621
*
```

***

Entry 4:
C20H43GdN2P3Se | ωB97M-V/def2-TZVPD

Computed properties:
Molar mass, g mol⁻¹: 640.71
⟨S²⟩: 15.94
HOMO-LUMO gap (alpha / beta), eV: 5.39 / 7.16
E_HOMO (alpha / beta), Ha: -0.62189 / -0.62214
E, eV: -138438.7444

Structure (ORCA input):
```
! wB97M-V def2-TZVPD RIJCOSX def2/J DEFGRID3
* xyz 3 8
Gd 0.250 0.317 -0.057
P -1.666 -0.648 2.146
P 1.120 -2.520 -0.252
P -2.075 -0.897 -1.265
H 0.318 3.283 -0.650
C -0.646 2.758 -0.675
C -1.274 2.440 0.496
H -0.759 2.583 1.458
C -1.267 -0.130 3.860
C -1.921 -2.440 2.494
C -3.427 -0.102 2.131
C 2.294 -2.793 -1.643
C 2.224 -2.942 1.154
C 0.127 -4.054 -0.369
C -3.345 0.405 -1.529
C -3.152 -2.325 -0.896
C -1.651 -1.293 -3.002
H -1.128 2.667 -1.655
H -2.342 2.212 0.552
H -1.089 0.952 3.899
H -0.371 -0.650 4.223
H -2.115 -0.378 4.515
H -0.948 -2.918 2.659
H -2.416 -2.942 1.655
H -2.537 -2.548 3.399
H -3.465 0.991 2.047
H -3.901 -0.408 3.075
H -3.986 -0.528 1.291
H 2.792 -3.766 -1.511
H 3.040 -1.985 -1.660
H 1.741 -2.780 -2.593
H 2.941 -3.712 0.835
H 1.623 -3.322 1.991
H 2.771 -2.050 1.491
H 0.800 -4.917 -0.454
H -0.526 -4.020 -1.249
H -0.498 -4.162 0.525
H -3.883 0.166 -2.456
H -2.880 1.395 -1.614
H -4.046 0.425 -0.686
H -3.776 -2.536 -1.775
H -3.809 -2.114 -0.047
H -2.551 -3.215 -0.674
H -2.587 -1.381 -3.576
H -1.102 -2.244 -3.042
H -1.018 -0.497 -3.420
C 1.543 2.335 -3.713
C 1.050 3.615 -3.430
C 1.215 4.651 -4.363
C 1.836 4.407 -5.593
C 2.256 3.107 -5.905
C 2.111 2.078 -4.971
Se 1.487 0.763 -2.470
H 1.855 1.402 -1.084
H 0.535 3.813 -2.495
H 0.851 5.651 -4.121
H 1.988 5.221 -6.303
H 2.701 2.894 -6.875
H 2.439 1.068 -5.212
C 2.481 2.350 4.576
N 2.523 1.003 3.979
C 2.960 -0.094 4.868
C 2.066 0.787 2.795
N 1.589 0.622 1.721
H 3.015 2.291 5.531
H 1.444 2.676 4.747
H 2.957 3.077 3.908
H 2.169 -0.333 5.599
H 3.176 -0.993 4.279
H 3.870 0.238 5.388
*
```

***

One value per record, in order, for ΔE to the lowest compared entry with this formula, charge and spin: 0.064, 0.000, 2.024, 0.000 eV.